Record 1
{
  "formula": "C26H60O22S4",
  "method": "the ωB97M-V functional and the def2-TZVPD basis",
  "spin_multiplicity": 1,
  "e_homo_ha": -0.2966,
  "orbital_gap_ev": 8.2,
  "elements": ["S", "S", "S", "S", "O", "O", "O", "O", "O", "O", "O", "O", "O", "O", "O", "O", "O", "O", "O", "O", "O", "O", "O", "O", "O", "O", "C", "C", "C", "C", "C", "C", "C", "C", "C", "C", "C", "C", "C", "C", "C", "C", "C", "C", "C", "C", "C", "C", "C", "C", "C", "C", "H", "H", "H", "H", "H", "H", "H", "H", "H", "H", "H", "H", "H", "H", "H", "H", "H", "H", "H", "H", "H", "H", "H", "H", "H", "H", "H", "H", "H", "H", "H", "H", "H", "H", "H", "H", "H", "H", "H", "H", "H", "H", "H", "H", "H", "H", "H", "H", "H", "H", "H", "H", "H", "H", "H", "H", "H", "H", "H", "H"],
  "xyz": [[1.8288, -2.0552, 3.7289], [-0.4012, -2.3625, -3.7070], [-3.4932, -2.5148, -0.3453], [4.5946, 1.9780, 0.7619], [-0.5784, -3.1864, 3.0388], [0.9230, 5.4927, 2.4966], [1.9258, -1.0413, -4.1781], [-1.0166, 4.9804, 1.5042], [-0.4269, -3.1423, 0.9052], [0.9257, 3.8759, 0.8222], [-1.7940, -1.6215, 2.0347], [1.0225, 0.9078, -3.3631], [-3.8898, -3.7419, 0.4379], [0.9094, 0.7185, 0.7638], [-3.9846, 0.1372, -1.9564], [3.1038, 1.9997, 0.5264], [2.7639, -2.3921, 4.8229], [-1.9082, 1.2156, 2.9928], [-2.7050, 2.0672, -2.0903], [-0.0305, -0.1182, -1.1199], [3.0740, 0.5940, -3.0049], [-2.3275, 0.4275, -3.4393], [2.0729, -0.4948, -0.8136], [-2.6756, 3.0665, 2.4157], [-2.0393, 1.6089, 0.8197], [-0.7580, -1.2095, -2.7320], [3.3413, -0.3177, -0.2387], [-1.4435, -3.7890, -3.1078], [0.1938, 4.7779, 1.5781], [-1.3907, 0.2666, -0.8106], [1.5044, -3.6034, 2.7481], [2.9970, -1.2535, 2.5792], [-1.0529, -2.5696, 1.9894], [-3.4074, -0.9375, 0.6628], [0.2553, 3.0629, -0.0732], [-0.6592, -2.6792, -0.4227], [-2.5125, -0.7746, -4.1523], [1.9916, 0.0760, -3.5820], [-3.0844, 0.8406, -2.4193], [2.3529, 5.3433, 2.4675], [4.9517, 3.1849, 2.0798], [-1.0170, -2.9495, 4.3335], [-0.3031, 0.5972, -3.6780], [-3.2609, 2.7738, -0.9675], [0.9927, 0.1051, -0.2921], [-3.0067, 4.0861, 1.5046], [-1.4836, -0.1419, 2.8807], [1.2941, -2.9340, -3.2801], [-5.0931, -2.1956, -1.1586], [-2.2057, 1.9284, 1.9844], [4.7654, 0.3985, 1.6217], [4.3600, -0.0708, -3.0516], [4.3730, 2.9201, 2.9647], [4.0761, 0.2627, 2.4551], [2.3691, -0.9695, 1.7347], [6.0135, 3.2679, 2.3120], [-1.9451, -0.2872, -0.0530], [-4.0814, 3.9440, 1.3907], [-4.2161, -1.0621, 1.3828], [5.7656, 0.3686, 2.0539], [-5.3469, -2.9490, -1.9043], [4.0064, -0.8754, -0.8980], [-1.1677, -0.6446, 3.7948], [3.5597, 0.7485, -0.2996], [-1.1999, -3.9517, 4.7213], [-5.9318, -2.3233, -0.4742], [-0.1997, -2.4866, 4.8866], [-0.6168, -0.3705, 2.2607], [-1.7079, -2.3934, -0.5041], [-1.1674, -4.2310, -2.1505], [-0.4350, 1.0988, -4.6366], [4.4750, -0.8032, -2.2525], [0.8885, -3.2103, 1.9393], [0.4701, 3.1759, -1.1359], [-2.8272, 4.9973, 2.0753], [-2.7404, 3.7227, -0.8380], [1.3304, -3.9330, -3.7146], [-0.5351, -0.4618, -3.7915], [-1.4431, 1.3429, -0.6464], [-5.0960, -1.2708, -1.7355], [-3.7745, -0.1348, 0.0233], [-3.4590, -0.7695, -4.6928], [-0.9065, 1.0946, -2.9186], [0.5201, 2.0422, 0.2029], [2.8000, 6.0064, 3.2081], [-1.9141, -2.3473, 4.4776], [4.7515, -0.4368, 0.9215], [-3.2398, 2.3016, 0.0147], [-0.0852, -1.7819, -0.6541], [5.2362, 0.5646, -2.9223], [0.8907, -4.3199, 3.2939], [1.3777, -2.9480, -2.1934], [2.7729, 5.7367, 1.5417], [2.4198, -4.0974, 2.4222], [-2.5072, -1.5760, -3.4135], [-2.4933, -0.7847, 1.2365], [-1.9577, -0.0315, -1.6924], [-2.5001, 3.9517, 0.5489], [-1.4057, -4.6188, -3.8136], [2.7839, 4.3442, 2.5330], [-1.6473, -0.8994, -4.8035], [-4.3094, 2.9749, -1.1870], [3.5335, -0.6652, 0.7764], [4.5499, -0.7084, -3.9150], [-2.3390, -0.6845, 2.4783], [-0.8235, 2.9988, 0.0687], [3.8096, -1.8920, 2.2325], [2.1017, -2.3452, -3.7151], [3.3976, -0.3269, 2.9903], [4.6089, 4.1552, 1.7205], [-2.4612, -3.4092, -3.0176], [-0.5959, -3.4336, -1.2069]]
}


Record 2
{
  "formula": "C38H58BClN6NiO3S",
  "method": "the ωB97M-V functional and the def2-TZVPD basis",
  "spin_multiplicity": 1,
  "e_homo_ha": -0.2792,
  "orbital_gap_ev": 7.9,
  "elements": ["Ni", "Cl", "S", "O", "O", "O", "N", "N", "N", "N", "N", "N", "C", "C", "C", "C", "C", "C", "C", "C", "C", "C", "C", "C", "C", "C", "C", "C", "C", "C", "C", "C", "C", "C", "C", "C", "C", "C", "C", "C", "C", "C", "C", "C", "C", "C", "C", "C", "C", "C", "B", "H", "H", "H", "H", "H", "H", "H", "H", "H", "H", "H", "H", "H", "H", "H", "H", "H", "H", "H", "H", "H", "H", "H", "H", "H", "H", "H", "H", "H", "H", "H", "H", "H", "H", "H", "H", "H", "H", "H", "H", "H", "H", "H", "H", "H", "H", "H", "H", "H", "H", "H", "H", "H", "H", "H", "H", "H", "H"],
  "xyz": [[0.2235, -0.4197, -0.9725], [0.1008, -8.4768, -3.5678], [0.7093, -2.4053, 3.2971], [1.4789, -3.2173, 0.3273], [0.2354, -2.2366, -1.2608], [-0.4455, 0.4581, 1.4861], [-1.7437, -0.3040, -0.2937], [1.9222, 0.6291, 0.8332], [-1.5947, 0.5048, 0.7795], [1.9651, -0.1481, -0.2928], [0.2300, 2.2131, -0.1161], [0.1870, 1.4597, -1.2372], [0.1185, 2.2713, -2.2882], [0.0514, 3.5910, -1.8214], [-3.7077, -1.0643, -1.6647], [-4.3601, -0.1543, -2.7073], [-0.0147, -4.5907, -2.6732], [0.9403, -6.9305, -1.5140], [5.1007, -1.7381, -1.5836], [-0.2695, -1.9382, 4.7570], [0.3029, -6.9567, -2.7447], [-0.0985, 2.8662, -4.7071], [0.8357, -3.2432, -0.7079], [3.4893, 1.2170, 2.7535], [0.1297, 4.6178, 0.5725], [-2.7840, -2.0961, -2.2984], [2.6137, 0.7642, 3.9253], [3.1841, -0.6560, -0.4121], [-2.7371, 1.0725, 1.1858], [-3.0496, -0.2659, -0.5728], [-1.9808, -2.4670, 3.1072], [-2.7758, 2.0689, 2.3063], [-3.7090, 0.5819, 0.3328], [3.1164, 0.5585, 1.4527], [-1.6288, -2.6086, 4.5843], [3.1288, -0.9079, -2.9070], [1.4370, 5.4112, 0.4982], [1.1022, -5.7156, -0.8680], [3.5927, -1.5104, -1.5797], [0.2582, 1.7757, -3.7022], [0.6281, -4.5418, -1.4417], [3.5838, 2.7417, 2.6605], [3.9465, -0.2340, 0.6815], [0.1316, 3.5127, -0.4408], [-1.0782, 5.5326, 0.3704], [-0.1774, -5.7989, -3.3339], [-0.7496, -2.8725, 2.3021], [-4.0719, 2.8709, 2.2584], [-0.5355, 0.5028, -3.9740], [-2.5765, 1.4270, 3.6798], [0.6403, 1.4483, 1.1563], [2.5992, 3.1954, 2.5557], [0.0538, 4.1586, 1.5600], [-4.5176, -1.6053, -1.1628], [-2.5671, 2.2000, 4.4502], [-2.2175, -1.4254, 2.8899], [2.0453, -0.7943, -2.9343], [4.0390, 3.1392, 3.5696], [3.1119, -2.4811, -1.4492], [-1.0975, 6.3091, 1.1364], [4.5007, 0.8491, 2.9474], [4.1968, 3.0465, 1.8104], [-1.9366, 2.7536, 2.1337], [0.8367, 2.2006, 2.0630], [-1.5448, -3.6675, 4.8429], [3.4169, -1.5567, -3.7359], [-1.0332, 6.0255, -0.6028], [-2.8502, -3.0676, 2.8305], [-0.3724, -0.8512, 4.8025], [-4.9332, 2.2228, 2.4336], [4.9704, -0.4827, 0.9007], [1.5199, 5.9113, -0.4691], [-1.1420, 3.1699, -4.5964], [-2.3460, -2.7539, -1.5485], [-3.3934, 0.7360, 3.9028], [5.4280, -2.2439, -0.6747], [1.5786, 1.0814, 3.7985], [-0.3413, 0.1483, -4.9875], [-0.7011, -2.3584, 1.3450], [0.2456, -2.2679, 5.6584], [-0.3899, -3.6749, -3.1096], [-1.6365, 0.8798, 3.7240], [-1.9579, -1.6210, -2.8273], [-0.7184, -3.9468, 2.1230], [-4.2044, 3.3622, 1.2935], [0.5300, 3.7484, -4.5838], [-0.6724, -5.8484, -4.2940], [2.3029, 4.7601, 0.6159], [-4.8869, -0.7514, -3.4532], [-3.6145, 0.4512, -3.2223], [2.6177, -0.3218, 4.0141], [0.0380, 2.4962, -5.7236], [-0.2636, -0.3042, -3.2909], [-2.0132, 4.9727, 0.4207], [1.4683, 6.1734, 1.2785], [-4.7585, 0.8224, 0.3420], [1.3026, -7.8498, -1.0752], [-4.0682, 3.6344, 3.0366], [3.5868, 0.0722, -3.0660], [1.6021, -5.6551, 0.0897], [5.6420, -0.7925, -1.6662], [1.3198, 1.5333, -3.8283], [-5.0779, 0.5249, -2.2454], [-1.6046, 0.6890, -3.8770], [5.3802, -2.3623, -2.4331], [-2.3831, -2.1630, 5.2372], [-3.3417, -2.7020, -3.0143], [-0.0332, 4.4857, -2.4133], [2.9899, 1.1976, 4.8543]]
}


Record 3
{
  "formula": "C8H4MnNOS6",
  "method": "the ωB97M-V functional and the def2-TZVPD basis",
  "spin_multiplicity": 4,
  "e_homo_ha": [-0.4326, -0.4343],
  "charge": 1,
  "s2": 3.9703,
  "orbital_gap_ev": [6.0, 6.4],
  "elements": ["Mn", "S", "S", "S", "S", "S", "S", "O", "N", "C", "C", "C", "C", "C", "C", "C", "C", "H", "H", "H", "H"],
  "xyz": [[-0.3778, 3.1030, 1.1482], [-1.5292, 1.3103, -0.1097], [-1.3416, -3.7035, 2.5178], [1.4691, 2.9161, -0.2149], [-2.2399, -1.3709, 0.9266], [-1.1175, -0.8859, 3.5829], [-1.0482, 2.1469, 3.1956], [-2.4410, 1.2470, -1.2941], [0.1776, 0.6720, -0.8453], [-1.5494, -2.0705, 2.3712], [1.0057, -1.3361, -1.8341], [1.3768, 1.3224, -0.8781], [2.4558, 0.5352, -1.4241], [-1.3213, 0.5120, 2.5236], [2.2732, -0.7741, -1.9011], [-1.9854, 0.2749, 1.3125], [-0.0386, -0.5344, -1.4205], [0.7758, -2.3252, -2.1771], [3.0974, -1.2585, -2.3375], [3.4352, 1.0144, -1.5845], [-1.0766, -0.7950, -1.5574]]
}


Calculated energy, -4273.35862, -4428.73009, -3976.99941 a.u. (same order as the records).
Calculated relative energy (zero: lowest compared OMol25 entry of this formula, charge and spin), 34.078, 0.025, 1.667 eV (same order as the records).